1.
Entry from the OMol25 dataset: C16H42N4O16SZn2 as an isolated structure (ωB97M-V with the def2-TZVPD basis set).

Geometry as XYZ:
```
81
Properties=species:S:1:pos:R:3:forces:R:3
Zn 11.855441 -20.455415 -16.279431 0.6 2.6 0.9
Zn 13.286331 -17.078918 -16.405924 0.2 -1.1 -0.4
S 10.542304 -18.310726 -15.414716 -0.3 -0.3 2.5
O 11.426777 -17.201609 -15.782776 0.5 1.8 -0.7
O 11.321303 -19.307847 -14.633247 1.1 -0.6 1.0
O 9.423901 -17.850917 -14.634926 -0.2 0.1 -0.9
O 10.279760 -19.097250 -16.632588 -0.8 -1.4 -2.5
O 15.121470 -16.851840 -17.204904 -0.7 -0.3 0.9
C 15.601917 -18.105006 -17.586317 -1.3 0.0 -2.0
C 14.819172 -19.326734 -17.061251 0.4 -2.5 2.4
O 13.426698 -19.235044 -16.723807 0.0 1.0 -1.3
H 16.694405 -18.186042 -17.548354 0.0 -0.3 0.9
H 15.455358 -18.231503 -18.679211 -0.1 0.4 -0.2
H 15.220393 -19.749839 -16.116593 0.6 0.8 0.2
H 15.030446 -20.226636 -17.658590 -0.2 0.5 -0.8
C 13.431469 -14.915020 -14.517331 -0.3 0.3 -1.2
C 14.264242 -16.011539 -13.874365 0.5 0.2 0.0
O 13.741668 -17.277941 -14.317606 0.9 0.6 1.0
O 13.486734 -15.038454 -15.975142 0.0 -0.3 1.0
H 13.706507 -13.879987 -14.317074 0.3 -0.2 0.5
H 12.366826 -15.023174 -14.317997 0.1 -0.2 0.4
H 14.292361 -15.977450 -12.781702 -0.5 0.2 0.0
H 15.319414 -15.967855 -14.165780 -0.2 0.2 -0.3
H 13.563896 -17.756495 -13.505656 -0.7 -0.6 -0.5
H 14.380300 -14.784125 -16.266006 -0.2 0.2 -0.4
C 16.165554 -15.366992 -20.468139 -0.7 -0.6 1.5
C 16.896306 -16.526134 -21.121026 0.0 0.1 0.0
O 16.415768 -16.754302 -22.449718 0.5 0.1 0.0
O 16.565065 -15.247383 -19.093321 0.4 0.0 -0.5
H 15.111995 -15.659251 -20.397770 -0.1 0.4 -0.8
H 16.284179 -14.400260 -20.959099 0.0 -0.2 -0.2
H 16.691651 -17.444751 -20.571091 0.0 0.4 0.2
H 17.975081 -16.353036 -21.060553 0.0 -0.1 -0.3
H 17.079852 -16.420253 -23.058374 -0.1 0.0 -0.1
H 15.795985 -15.483457 -18.553030 0.2 -0.1 0.1
C 13.510330 -21.789241 -20.388816 0.9 -0.3 0.0
C 14.354758 -22.885270 -19.748823 0.0 -1.1 0.1
O 13.977495 -23.205757 -18.400021 -0.2 0.6 -0.1
O 12.176929 -22.194915 -20.653842 0.1 -0.2 0.2
H 13.990873 -21.602548 -21.349514 -0.3 0.2 -0.1
H 13.535621 -20.871979 -19.794458 0.0 0.0 0.0
H 15.433976 -22.723390 -19.748631 -0.1 0.7 0.2
H 14.284503 -23.819729 -20.323142 -0.4 0.2 -0.3
H 13.018314 -23.119316 -18.394110 0.0 -0.3 0.2
H 11.677772 -22.193796 -19.831904 -0.1 0.1 -0.1
O 18.314220 -21.229663 -12.937229 -0.3 0.8 -0.5
C 17.663462 -20.198022 -13.080411 0.6 -1.5 0.5
N 16.581917 -19.988896 -12.285339 -0.5 0.7 -0.1
C 17.988393 -19.080872 -14.029222 0.3 -0.1 0.1
H 16.017623 -19.164704 -12.395658 0.0 0.0 0.1
H 16.351628 -20.642896 -11.561284 0.1 -0.1 0.0
H 18.009976 -18.191162 -13.396967 -0.1 0.3 -0.5
H 17.277705 -19.014653 -14.853523 -0.2 0.2 0.2
H 18.970327 -19.228423 -14.470250 0.0 -0.1 0.1
O 19.199034 -20.126587 -19.855103 0.3 0.0 -0.6
C 18.462600 -20.592359 -20.702532 -0.7 0.3 0.9
N 18.784971 -21.698014 -21.434789 0.7 -0.2 -0.4
C 17.028340 -20.124200 -20.857426 -0.5 -0.7 0.2
H 19.746223 -21.994561 -21.461444 0.0 0.1 0.4
H 18.183272 -22.235747 -22.029516 -0.4 0.5 0.0
H 16.462233 -20.896075 -20.321976 -0.2 -0.1 -0.4
H 16.689335 -20.063220 -21.890910 0.0 -0.1 0.0
H 16.731804 -19.223978 -20.327254 0.7 0.1 -0.1
O 15.396798 -13.334689 -17.218390 0.3 0.6 0.4
C 16.296545 -13.356609 -16.383791 -1.0 -1.7 -0.1
N 16.816218 -14.571553 -16.004393 0.0 1.6 0.2
C 16.739040 -12.168252 -15.604838 0.8 1.3 0.0
H 17.579128 -14.504064 -15.354683 0.1 -0.7 -0.2
H 16.545978 -15.388740 -16.546724 0.3 -0.2 0.2
H 17.595683 -12.315359 -14.945291 -0.1 -0.4 0.0
H 15.936397 -11.726408 -15.015198 -0.2 -0.3 -0.1
H 17.055388 -11.367528 -16.278009 -0.2 -0.1 -0.2
O 12.441414 -21.719426 -14.903186 -0.2 -1.0 -0.5
C 13.261055 -22.478538 -14.356963 -0.5 0.9 -0.4
N 12.983253 -23.777022 -14.232453 0.7 0.7 0.2
C 14.530661 -21.871354 -13.848124 0.0 -1.1 0.0
H 13.694368 -24.371290 -13.844274 -0.3 -0.4 0.0
H 12.140896 -24.106103 -14.669972 0.0 -0.3 0.1
H 15.272603 -22.001895 -14.639788 0.1 0.2 0.0
H 14.895037 -22.416353 -12.977410 0.1 0.2 0.1
H 14.364293 -20.821819 -13.647763 0.0 0.0 0.0
```
Positions in Å, forces in eV/Å.

Computed properties:
Gap between HOMO and LUMO: 0.2747 Ha
Maximum force: 3.50 eV/Å
Spin multiplicity: 1
E_tot: -163666.06739 eV
E_LUMO: -1.073 eV

---

2.
Entry from the OMol25 dataset: a 3-piece molecular cluster, C16H43BN4O6PS overall (ωB97M-V with the def2-TZVPD basis set).

Geometry as XYZ:
```
72
Properties=species:S:1:pos:R:3:forces:R:3
C -3.294919 2.361072 2.681796 0.1 0.3 -0.1
O -1.902324 2.564399 3.030262 -0.1 -0.6 0.2
B -1.426843 2.644998 4.250402 0.2 0.3 0.1
O -1.897462 3.307053 5.323713 -0.3 0.0 -0.4
S 0.115520 1.534134 4.713305 0.2 0.1 -0.2
C 0.861007 0.594783 3.323526 0.2 -0.2 -0.1
C 0.513463 1.033166 1.916725 -0.2 0.2 -0.1
C 1.526394 1.873994 1.187783 0.0 -0.1 -0.1
N -0.567181 0.612905 1.410454 0.3 0.1 0.1
P 1.681671 3.040052 5.311733 -0.1 -0.2 0.0
N 2.041604 2.979445 6.787827 0.2 0.4 -0.2
H -3.850265 1.975086 3.532378 0.0 0.0 0.0
H -3.717968 3.308522 2.361077 0.0 0.0 0.0
H -3.296627 1.637474 1.873178 0.0 0.0 0.0
H -1.401139 3.948727 5.828841 0.1 0.0 0.4
H 1.934871 0.660302 3.508728 0.0 0.0 0.0
H 0.567054 -0.440426 3.488206 -0.2 0.1 0.0
H 2.047089 2.593333 1.823096 -0.1 0.1 0.0
H 1.039731 2.381870 0.356180 0.1 0.1 0.0
H 2.297790 1.213590 0.777323 0.0 0.0 0.0
H -0.650015 0.987398 0.459234 -0.2 0.0 0.0
H 2.574496 2.760318 4.261996 0.0 0.0 0.0
H 0.954153 4.162063 4.901903 0.0 0.0 0.1
H 2.955062 2.659473 7.080558 -0.1 -0.2 0.2
C -1.055130 4.681793 -5.885693 0.0 0.0 -0.1
O -1.448755 3.326005 -5.834082 0.1 0.0 0.1
C -0.483587 2.407081 -6.331069 0.0 0.0 -0.1
C 0.036353 1.528080 -5.214667 0.0 0.0 0.0
N 0.829815 2.302469 -4.272124 -0.1 0.0 0.0
C 1.221199 1.593923 -3.065772 0.0 0.1 0.0
C 0.112925 1.110567 -2.137779 0.2 -0.3 0.1
O -0.588320 2.143600 -1.460621 0.0 0.0 0.0
C -1.680778 2.713475 -2.170451 0.0 0.0 0.0
H -1.923348 5.277866 -5.610932 0.0 0.0 0.0
H -0.234838 4.907664 -5.193989 0.0 0.0 0.0
H -0.737499 4.968301 -6.892786 0.0 0.0 0.0
H 0.339665 2.942529 -6.813008 0.0 0.0 0.0
H -0.968664 1.777980 -7.081198 0.0 0.0 0.0
H 0.661673 0.738640 -5.642637 0.0 0.0 0.0
H -0.833937 1.041573 -4.750737 0.0 0.0 0.0
H 0.319148 3.140188 -4.023787 0.0 0.0 0.0
H 1.877283 2.253478 -2.490285 0.0 0.0 0.0
H 1.820187 0.722593 -3.350950 0.0 0.0 0.0
H 0.580800 0.516936 -1.343601 0.0 0.0 -0.1
H -0.582910 0.437757 -2.650963 -0.1 0.1 0.0
H -2.164027 1.972055 -2.811056 0.0 0.0 0.0
H -1.371518 3.557167 -2.790531 0.0 0.0 0.0
H -2.399317 3.069575 -1.433292 0.0 0.0 0.0
C 0.045565 -7.432865 1.015582 0.0 -0.1 0.0
O -0.048090 -6.536787 -0.072706 0.1 0.1 0.1
C -1.232784 -5.753791 -0.100988 -0.1 0.0 0.0
C -0.911090 -4.291898 0.123537 0.0 0.0 0.0
N -0.453592 -4.061735 1.485425 0.1 0.0 -0.1
C 0.054594 -2.723985 1.737164 -0.1 -0.1 0.1
C 1.314362 -2.283434 0.997895 0.1 0.0 0.1
O 2.480722 -2.968778 1.406938 0.0 0.0 0.0
C 2.735785 -4.200203 0.750374 0.0 0.0 0.0
H 0.919845 -8.056854 0.841349 0.0 0.0 0.0
H 0.163740 -6.916448 1.975408 0.0 0.0 0.0
H -0.837823 -8.075425 1.081358 0.0 0.0 0.0
H -1.944253 -6.108971 0.650783 0.0 0.0 0.0
H -1.690952 -5.868487 -1.086655 0.0 0.0 0.0
H -1.813335 -3.697251 -0.052982 0.0 0.0 0.0
H -0.171021 -3.999340 -0.635732 0.0 0.0 0.0
H 0.259094 -4.743723 1.711243 0.0 0.0 0.0
H 0.279832 -2.658643 2.808148 0.0 0.0 0.0
H -0.745731 -2.004592 1.539106 0.0 0.0 -0.1
H 1.492133 -1.235091 1.253499 0.0 0.0 -0.1
H 1.208006 -2.327992 -0.093291 -0.1 -0.1 0.0
H 2.375261 -4.182397 -0.282114 0.0 0.0 0.0
H 2.273744 -5.048195 1.261959 0.0 0.0 0.0
H 3.814408 -4.348140 0.746485 0.0 0.0 0.0
```
Positions in Å, forces in eV/Å.

Computed properties:
Gap between HOMO and LUMO: 0.2592 Ha
Net charge: +1
ΔE to the lowest compared entry with this formula, charge and spin: 0.0 kJ/mol
Maximum force: 0.63 eV/Å
Spin multiplicity: 1
E_tot: -56326.69736 eV
E_LUMO: -3.549 eV

---

3.
Entry from the OMol25 dataset: C16H43FGaIN3O4 as an isolated structure (ωB97M-V with the def2-TZVPD basis set).

Geometry as XYZ:
```
69
Properties=species:S:1:pos:R:3:forces:R:3
C -6.130895 -0.030020 0.163174 -0.2 -0.1 -0.6
O -5.301334 0.190286 -0.948797 0.0 -0.2 0.2
C -3.943973 0.493897 -0.568377 0.1 0.9 -0.2
Ga -3.656761 2.375061 0.198466 0.1 -0.6 0.5
I -3.560709 4.113732 -1.766722 0.0 0.0 -0.1
C -1.933336 2.412181 1.292761 -0.4 0.7 0.0
C -2.112408 3.335402 2.486639 -0.2 -0.4 -0.6
F -2.015638 4.677425 2.076828 0.1 -0.1 0.2
H -5.807268 0.523835 1.038637 0.1 0.0 0.2
H -7.133155 0.302458 -0.100567 -0.2 0.1 0.0
H -6.203722 -1.104605 0.371632 0.2 -0.1 0.3
H -3.529123 -0.243525 0.126942 -0.2 -0.3 0.0
H -3.369777 0.436816 -1.486107 0.1 -0.2 -0.2
H -4.865416 2.777775 1.187983 0.0 0.1 -0.1
H -1.666902 1.425861 1.671800 -0.1 -0.3 0.0
H -1.073373 2.759999 0.732300 0.2 0.0 -0.2
H -3.116809 3.217824 2.888761 -0.1 0.1 0.3
H -1.372261 3.153955 3.267282 0.2 0.3 0.2
C 1.517012 1.440507 -2.068248 0.0 0.1 -0.1
C 2.168339 1.555174 -0.692286 -0.2 -0.2 -0.2
C 3.400201 0.657742 -0.506136 0.0 0.2 0.1
O 3.118376 -0.717287 -0.305060 0.1 0.0 -0.1
C 2.847049 -1.456719 -1.479520 -0.1 -0.1 0.2
N 1.142100 1.326680 0.325494 0.4 -0.1 0.1
H 0.912976 0.538228 -2.158397 0.0 0.0 0.0
H 0.849091 2.284702 -2.234648 0.0 0.0 0.0
H 2.267551 1.435841 -2.862951 0.0 0.0 0.0
H 2.517602 2.586741 -0.583549 0.1 0.0 0.0
H 3.915005 0.980729 0.400351 0.0 0.0 0.0
H 4.110122 0.780859 -1.336595 -0.1 0.0 -0.1
H 3.444543 -1.100179 -2.324138 0.0 0.0 0.0
H 1.787458 -1.419035 -1.740650 0.0 0.0 -0.1
H 3.107671 -2.497006 -1.281144 0.0 0.0 0.0
H 1.527293 1.521618 1.245836 -0.1 0.1 0.0
H 0.935004 0.331280 0.345155 -0.1 0.0 -0.1
C -4.087441 -4.938363 -1.762911 0.0 -0.1 0.1
C -5.063958 -3.773279 -1.613896 0.2 -0.1 -0.3
C -6.498699 -4.113170 -2.044508 -0.1 0.1 0.2
O -6.710330 -4.175482 -3.443831 0.0 -0.1 0.0
C -6.325574 -5.385684 -4.059187 0.0 0.2 -0.1
N -4.525346 -2.607172 -2.310968 -0.4 -0.1 0.0
H -3.779212 -5.079532 -2.798746 0.0 0.0 0.0
H -3.184550 -4.739699 -1.185957 0.0 0.0 0.0
H -4.523196 -5.873859 -1.401926 0.0 0.0 0.0
H -5.110593 -3.523859 -0.549291 -0.1 0.0 0.0
H -7.152804 -3.312815 -1.690935 0.0 0.0 -0.1
H -6.843820 -5.044972 -1.572668 0.1 0.0 0.0
H -6.503488 -6.244451 -3.403892 0.0 0.0 0.0
H -5.274573 -5.367467 -4.358670 0.0 -0.1 0.1
H -6.929051 -5.503437 -4.960030 0.0 0.0 0.0
H -5.112761 -1.798585 -2.105058 0.3 0.2 0.2
H -4.646785 -2.763430 -3.308515 0.1 0.0 0.0
C 7.875183 1.951379 4.178243 0.0 0.0 0.1
C 7.394251 3.042006 3.225220 0.1 -0.2 0.0
C 6.061494 2.724247 2.533209 -0.1 0.2 0.0
O 6.146359 1.782019 1.482977 0.0 -0.1 0.1
C 6.158269 0.422607 1.881393 0.1 0.0 -0.2
N 8.461847 3.338004 2.264356 -0.1 0.1 -0.1
H 8.311592 1.108226 3.643931 0.0 0.0 -0.1
H 8.648155 2.347023 4.836957 0.0 0.0 0.0
H 7.057461 1.579659 4.798562 0.0 0.0 0.0
H 7.227715 3.943402 3.822341 -0.1 0.0 0.0
H 5.697772 3.642735 2.065281 0.0 0.0 0.0
H 5.301053 2.413519 3.261876 0.1 -0.1 0.1
H 5.533262 0.255010 2.763063 0.0 0.0 0.0
H 7.176833 0.078451 2.078113 0.0 0.0 0.1
H 5.758095 -0.165975 1.056418 0.0 0.0 0.0
H 8.193743 4.143341 1.705777 0.1 0.0 0.1
H 8.494564 2.571374 1.597121 0.1 0.0 0.0
```
Positions in Å, forces in eV/Å.

Computed properties:
Gap between HOMO and LUMO: 0.2425 Ha
Net charge: -1
Maximum force: 0.95 eV/Å
Spin multiplicity: 1
E_tot: -93143.68365 eV
E_LUMO: 2.250 eV